Arrangement P

Below is a cluster of 2 separate species, C2H5F2N in total, with properties calculated with the ωB97M-V functional and the def2-TZVPD basis.

```
10
Properties=species:S:1:pos:R:3
C -1.3676 0.4831 -0.6639
C 1.9083 -0.4811 0.6550
N -1.0760 -0.4445 0.2895
F 1.9098 0.7333 1.1442
F 2.9294 -0.4380 -0.2568
H -0.7550 1.3879 -0.7563
H -1.4269 -0.0457 -1.5923
H -2.3212 1.0611 -0.5941
H 1.9936 -1.1727 1.4271
H -1.7944 -1.0833 0.3477
```

As for the HOMO-LUMO gap (spin up / spin down): 0.3837 / 0.3109 Eh.

Arrangement Q

Below is an isolated molecule of C2H5F2N, with properties calculated with the ωB97M-V functional and the def2-TZVPD basis.

```
10
Properties=species:S:1:pos:R:3
C -0.8794 -0.8983 0.0734
C 0.6490 -0.0276 -0.2161
N 0.4141 1.3214 0.1945
F 1.6593 -0.5642 0.6638
F 1.1524 -0.2699 -1.4169
H -1.2214 -0.5386 1.0419
H -1.5242 -0.8626 -0.8471
H -0.5540 -1.9786 0.1876
H 0.8199 2.1593 -0.2282
H -0.5156 1.6592 0.5472
```

As for the HOMO-LUMO gap: 0.4122 Eh. As for the structure (SMILES): CC(N)(F)F.

Short version: arrangement Q is the most stable of them.

Arrangement P

Below is the ion C5H10N3O2 with charge +1, with properties calculated with the ωB97M-V functional and the def2-TZVPD basis.

```
20
Properties=species:S:1:pos:R:3
C -3.3617 -0.2622 0.0439
N -1.9924 -0.5887 -0.1015
C -1.0705 0.2666 0.0344
O -1.1503 1.6393 -0.0081
C 0.0924 2.2019 -0.1479
N 1.0316 1.1389 0.1068
O 2.4128 1.3299 0.0258
C 0.4748 -0.0639 0.0201
N 1.0199 -1.2499 0.1518
C 2.2540 -1.9145 -0.1942
H -3.7695 -0.6606 -0.8421
H -3.4999 0.7446 0.1310
H -3.8669 -0.9601 0.6941
H 0.1223 2.8885 0.7010
H 0.3944 2.5447 -1.0968
H 2.7514 0.9827 0.8613
H 0.2901 -1.9715 0.3119
H 2.6446 -2.4970 0.6620
H 2.9988 -1.1144 -0.2851
H 2.2240 -2.4542 -1.0684
```

As for the HOMO-LUMO gap: 0.3605 Eh. The charge is +1. As for the structure (SMILES): C/N=C1\OCN(O)\C1=[NH+]/C.

Arrangement Q

Below is the ion C5H10N3O2 with charge +1, with properties calculated with the ωB97M-V functional and the def2-TZVPD basis.

```
20
Properties=species:S:1:pos:R:3
C -1.5408 -2.0455 0.3072
N -1.0292 -0.7594 -0.0464
C 0.2802 -0.4951 -0.5863
N 0.4834 0.9963 -0.4775
C 1.4527 1.6482 0.5073
C -0.9016 1.5011 -0.3201
C -1.7599 0.4083 -0.1439
N -3.2712 0.4387 0.0090
O -3.8018 1.4791 0.3090
O -3.8267 -0.6349 -0.2349
H -2.2208 -1.8771 1.1944
H -2.3203 -2.2817 -0.3539
H -0.8090 -2.7962 0.5860
H 1.0376 -1.0407 0.0299
H 0.3206 -0.6930 -1.6312
H 0.9169 1.2102 -1.4297
H 2.6206 1.5539 0.2510
H 1.1078 2.6735 0.4774
H 1.1491 1.1917 1.5374
H -1.1228 2.4165 -0.7073
```

As for the HOMO-LUMO gap: 0.3063 Eh. The charge is +1. As for the structure (SMILES): CN1C[N@H+](C)C=C1[N+](=O)[O-].

Short version: arrangement P is the most stable of them.

Arrangement P

Below is a cluster of 2 separate species, C5H14 in total, with properties calculated with the ωB97M-V functional and the def2-TZVPD basis.

```
19
Properties=species:S:1:pos:R:3
C 0.0276 1.5522 1.1331
C -1.3139 1.2019 1.7344
C 0.1922 1.5695 -0.4175
H 0.2983 2.5832 1.3861
H 0.8053 0.8670 1.4800
H -1.2101 1.0089 2.8118
H -0.3515 2.3942 -0.8777
H -1.7721 0.2685 1.3935
H -2.0674 1.9758 1.6506
H 1.2561 1.6827 -0.6165
H -0.3100 0.6942 -0.8278
C 0.3526 -1.9963 -1.8361
C 0.8353 -1.9229 -0.3749
H -0.4381 -1.2498 -1.9119
H 1.1586 -1.9871 -2.5687
H -0.1873 -2.9145 -2.1199
H 1.7998 -2.4050 -0.2241
H 0.8253 -0.8840 -0.0649
H 0.0995 -2.4385 0.2502
```

As for the HOMO-LUMO gap (spin up / spin down): 0.0979 / 0.4359 Eh. The charge is -1. The spin multiplicity is 2. The expectation value of S² is 0.75.

Arrangement Q

Below is a cluster of 2 separate species, C5H14 in total, with properties calculated with the ωB97M-V functional and the def2-TZVPD basis.

```
19
Properties=species:S:1:pos:R:3
C 0.9606 -1.1150 -1.7805
C -0.3657 -0.7073 -1.1029
C 2.1741 -0.6162 -0.9630
H 1.0297 -0.7185 -2.7927
H 0.9860 -2.2074 -1.7904
H -1.2324 -0.9958 -1.6965
H -0.3488 -1.2023 -0.1291
H 2.8407 -1.4520 -0.7349
H -0.3727 0.3662 -0.9251
H 1.8688 -0.2076 0.0044
H 2.7215 0.2008 -1.4409
C -1.9587 1.2515 1.3964
C -0.7131 1.0476 2.2441
H -1.9759 0.7596 0.4261
H -2.8632 1.0296 1.9682
H -2.0186 2.3101 1.1129
H -0.9090 1.3558 3.2684
H 0.1508 1.6317 1.8896
H -0.2738 0.0520 2.1527
```

As for the HOMO-LUMO gap (spin up / spin down): 0.0994 / 0.4416 Eh. The charge is -1. The spin multiplicity is 2. The expectation value of S² is 0.75.

Short version: arrangement Q is the most stable of them.

Arrangement P

Below is an isolated molecule of C7H14O2, with properties calculated with the ωB97M-V functional and the def2-TZVPD basis.

```
23
Properties=species:S:1:pos:R:3
C 1.4529 -0.2205 0.5524
C 1.2715 -1.0574 -0.7029
C 0.4109 0.9559 0.7226
C 0.4188 1.9889 -0.2533
O 1.3903 -1.0953 1.6464
O 2.7524 0.3609 0.5935
H 2.8031 1.0259 -0.1036
H 1.7854 -0.6433 2.4028
H 0.6445 1.3391 1.7280
H 0.3520 -1.6337 -0.6519
H 1.2413 -0.4242 -1.5868
H 2.1142 -1.7441 -0.7681
H 0.9806 2.8983 -0.0834
H -0.2221 2.0219 -1.1130
C -2.2942 -1.1074 -1.0469
C -1.8198 0.1574 -0.4331
C -1.1710 0.2369 0.8370
H -2.0859 1.0707 -0.9474
H -3.3905 -1.1804 -0.9859
H -1.8849 -1.9870 -0.5496
H -2.0461 -1.1534 -2.1122
H -1.0394 -0.7276 1.3208
H -1.6639 0.9181 1.5348
```

As for the HOMO-LUMO gap (spin up / spin down): 0.3221 / 0.2637 Eh.

Arrangement Q

Below is an isolated molecule of C7H14O2, with properties calculated with the ωB97M-V functional and the def2-TZVPD basis.

```
23
Properties=species:S:1:pos:R:3
C 0.3452 -1.9031 -1.1468
C 0.0216 -0.8896 -0.3618
C -1.5081 -0.5903 -0.1148
C -1.9823 0.7667 -0.6309
O -1.9023 -0.8175 1.2188
C 1.0479 0.0468 0.2185
C 1.3773 1.1729 -0.7649
C 0.7292 0.6075 1.6075
O 2.3136 -0.7218 0.3304
H 1.3764 -2.1291 -1.3638
H -0.3990 -2.5553 -1.5725
H -2.0299 -1.3702 -0.6803
H -1.6954 0.8925 -1.6714
H -1.5649 1.5846 -0.0463
H -3.0676 0.8195 -0.5577
H -1.6944 -0.0387 1.7464
H 0.5669 1.8904 -0.8424
H 1.5927 0.7577 -1.7453
H 2.2698 1.6834 -0.4113
H 1.6312 1.0826 1.9899
H 0.4504 -0.1921 2.2918
H -0.0520 1.3635 1.5732
H 2.1738 -1.4605 0.9336
```

As for the HOMO-LUMO gap: 0.3849 Eh. As for the structure (SMILES): C=C([C@H](C)O)C(C)(C)O.

Arrangement R

Below is a structure of composition C7H14O2, with properties calculated with the ωB97M-V functional and the def2-TZVPD basis.

```
23
Properties=species:S:1:pos:R:3
C 0.1980 -0.5840 0.0633
C -0.4795 1.5494 -0.6398
C 0.7752 -1.1704 -1.2003
C -1.1110 -1.1326 0.5539
C -1.6145 1.1538 -1.5529
C 0.7331 0.5732 0.5826
C 1.6274 1.3335 1.1479
O 1.5456 -1.4675 1.3408
O 0.8879 -1.8505 2.5654
H 1.2430 -1.2213 3.2082
H 0.2972 2.0633 -1.2030
H -0.8398 2.1723 0.1754
H 1.7081 -0.6890 -1.4833
H 0.0578 -1.1422 -2.0205
H 0.9786 -2.2211 -0.9983
H -0.8731 -2.0431 1.1100
H -1.6071 -0.4693 1.2597
H -1.7736 -1.3920 -0.2701
H 2.4159 0.8819 1.7321
H 1.6043 2.4108 1.0480
H -2.0261 2.0473 -2.0348
H -1.2972 0.4973 -2.3635
H -2.4502 0.7003 -1.0210
```

As for the HOMO-LUMO gap (spin up / spin down): 0.3023 / 0.3024 Eh.

Arrangement S

Below is a cluster of 4 separate species, C7H14O2 in total, with properties calculated with the ωB97M-V functional and the def2-TZVPD basis.

```
23
Properties=species:S:1:pos:R:3
C 1.8566 0.1072 0.2236
C 1.4815 -0.7245 -1.0028
C 2.3891 -0.7840 1.3479
C 0.6463 0.9221 0.6877
O 0.7359 1.9327 1.3651
H 2.6207 0.8476 -0.0288
H 0.4265 2.2935 -1.3554
H 2.3636 -1.2279 -1.3948
H 0.7332 -1.4685 -0.7362
H 2.6616 -0.2026 2.2263
H 1.0412 -0.0975 -1.7773
H 1.6572 -1.5346 1.6414
H 3.2715 -1.3258 1.0100
C -3.2314 -0.8873 0.0089
C -2.5919 0.1715 -0.7350
C -2.0553 1.0619 -1.3743
O -0.3913 0.0440 0.9808
H -1.0112 0.4949 1.5727
H -3.8846 -0.5031 0.7921
H -3.8583 -1.5049 -0.6356
H -2.4966 -1.5506 0.4765
H -0.3880 2.3070 -1.0300
H -1.9763 1.6286 -2.2630
```

As for the HOMO-LUMO gap: 0.3843 Eh.

Short version: arrangement Q is the most stable of them.

Arrangement P

Below is an isolated molecule of C7H14O2, with properties calculated with the ωB97M-V functional and the def2-TZVPD basis.

```
23
Properties=species:S:1:pos:R:3
C -0.6201 2.4113 -1.1778
C 0.0009 1.2387 -0.9752
C 1.1563 0.8473 -1.8594
C -0.5054 0.2788 0.1124
C -0.2349 0.8297 1.5241
C -0.0689 -1.2068 -0.0447
O 1.3328 -1.4245 0.2006
C -0.8614 -2.1603 0.8732
O -0.0544 -2.6075 1.9609
H -0.3009 3.1064 -1.9515
H -1.4695 2.7212 -0.5726
H 0.9290 -0.0652 -2.4184
H 2.0656 0.6958 -1.2729
H 1.3814 1.6232 -2.6003
H -1.5998 0.2735 -0.0145
H 0.6030 0.3313 2.0196
H -1.1191 0.6763 2.1545
H -0.0263 1.9048 1.5265
H -0.2634 -1.5126 -1.0790
H 1.7395 -0.5686 0.4238
H -1.1670 -3.0460 0.3060
H -1.7705 -1.7026 1.2742
H 0.8531 -2.6443 1.5904
```

As for the HOMO-LUMO gap: 0.3747 Eh. As for the structure (SMILES): C=C(C)[C@H](C)[C@@H](O)CO.

Arrangement Q

Below is a cluster of 2 separate species, C7H14O2 in total, with properties calculated with the ωB97M-V functional and the def2-TZVPD basis.

```
23
Properties=species:S:1:pos:R:3
C 2.7276 1.3133 0.2044
C 2.4782 0.0865 1.0825
C 1.0218 -0.3247 1.1529
C 0.5194 -0.9171 0.0665
C -0.8829 -1.3441 0.0054
C -1.7932 -0.9651 -0.8897
C -3.2504 -1.3233 -0.8712
O -1.4182 0.0148 -1.8022
H 2.3327 1.3385 -0.8168
H 3.7929 1.4929 0.0392
H 2.2341 2.1587 0.7017
H 3.1150 -0.7083 0.6830
H 2.8334 0.3912 2.0672
H 0.5178 -0.3655 2.1049
H 1.0844 -1.1514 -0.8298
H -1.2361 -2.0243 0.7766
H -3.5822 -1.7460 0.0697
H -3.3404 -2.2172 -1.5135
H -3.8190 -0.5060 -1.3004
H -1.7853 -0.2428 -2.6372
O -0.8681 2.2488 0.7482
H -0.2177 2.9196 0.9994
H -0.4638 1.8715 -0.0408
```

As for the HOMO-LUMO gap: 0.3338 Eh. As for the structure (SMILES): CC/C=C/C=C(/C)O.O.

Arrangement R

Below is a cluster of 3 separate species, C7H14O2 in total, with properties calculated with the ωB97M-V functional and the def2-TZVPD basis.

```
23
Properties=species:S:1:pos:R:3
C 1.7607 -1.4590 0.6799
C 1.3626 -0.2322 0.3715
C 0.4620 -0.0304 -0.7666
C 0.5268 -0.6755 -1.9337
C -0.6678 0.9461 -0.6527
C -1.6723 0.7459 0.1997
C -0.6496 2.2330 -1.4754
H 2.3545 -1.8299 1.5096
H 1.3296 -2.3940 0.3297
H 1.6527 0.6817 0.8703
H 1.1555 -1.5487 -2.1596
H -0.1414 -0.5731 -2.7857
H -1.4937 -0.0992 0.8486
H -2.4308 1.4660 0.4781
H 0.1101 2.8977 -1.0341
H -1.6267 2.7212 -1.4344
H -0.4428 2.0631 -2.5254
O -1.3992 -2.7668 0.0114
H -2.0876 -2.1953 0.3705
H -0.7191 -2.6025 0.6755
O 0.7537 1.4425 2.5628
H 0.2784 2.2553 2.7706
H 0.3048 0.8042 3.1156
```

As for the HOMO-LUMO gap: 0.3381 Eh. As for the structure (SMILES): C=CC(=C)C(=C)C.O.O.

Short version: arrangement P is the most stable of them.

Arrangement P

Below is a cluster of 2 separate species, C2H5N3S in total, with properties calculated with the ωB97M-V functional and the def2-TZVPD basis.

```
11
Properties=species:S:1:pos:R:3
C -0.4530 0.5353 0.1634
C 1.7025 -2.3616 -0.8106
H -1.1335 3.3231 0.4895
H -2.2399 1.7767 1.7747
H -0.4996 -0.0323 1.1585
H 2.1429 -3.1443 -0.1686
H 1.8260 -2.3471 -1.9610
N -1.7194 2.4252 0.6327
N -0.8798 1.6779 -0.0549
N 0.9309 -1.6208 -0.1414
S 0.3229 -0.2320 -1.0823
```

As for the HOMO-LUMO gap: 0.3165 Eh.

Arrangement Q

Below is a cluster of 2 separate species, C2H5N3S in total, with properties calculated with the ωB97M-V functional and the def2-TZVPD basis.

```
11
Properties=species:S:1:pos:R:3
N 1.7715 1.4455 -0.3936
N 2.5612 0.7129 -0.0763
S 3.6569 -0.3049 0.1666
H 0.1851 -1.7139 0.9672
N 0.2166 -1.3428 0.0767
C -0.4624 -0.3395 -0.3603
C -1.7287 0.3046 0.1891
H -0.2473 0.0687 -1.3161
H -1.7737 0.0399 1.2377
H -2.3602 -0.2140 -0.4938
H -1.8191 1.3436 0.0029
```

As for the HOMO-LUMO gap: 0.3671 Eh. As for the structure (SMILES): N#[N+][S-].[H]/N=C\C.

Short version: arrangement Q is the most stable of them.